{"formula": "C6H8OS", "method": "ωB97M-V/def2-TZVPD", "species": ["C", "C", "C", "C", "C", "C", "O", "S", "H", "H", "H", "H", "H", "H", "H", "H"], "xyz": [[1.9423, -0.8091, -0.8648], [-1.3316, 0.6139, -1.2124], [3.0286, -1.3273, -1.4040], [-0.4694, -0.8139, 0.5177], [-1.3965, 0.3666, 0.2382], [-1.1934, 1.5526, 1.1944], [-1.8144, 1.5553, -1.8032], [1.3790, -0.3794, 0.6767], [3.5628, -2.0661, -0.8365], [3.2087, -1.0516, -2.3650], [-0.5555, -1.3579, 1.3525], [-0.6316, -1.4881, -0.3146], [-2.3389, -0.1953, 0.5260], [-1.8340, 2.2848, 0.9980], [-0.1512, 1.7616, 0.9989], [-1.4048, 1.3539, 2.2980]], "forces_ev_per_a": [[0.10, 0.81, 0.22], [-1.91, 3.17, -2.11], [-1.83, -0.32, 2.79], [2.24, 1.86, -2.98], [-0.76, -2.27, 3.07], [1.91, -3.45, 1.27], [1.32, -2.27, 1.28], [-0.94, -0.78, -0.76], [0.76, -0.17, -0.04], [0.96, 0.20, -2.79], [-1.18, -1.55, 3.45], [0.60, -0.28, -0.16], [0.16, 1.07, -1.04], [-2.30, 3.45, -1.35], [0.20, 0.99, 0.58], [0.66, -0.46, -1.45]], "homo_energy_ha": [-0.2752, -0.3084], "spin_multiplicity": 1}

---

{"formula": "C26H58Cl3NP", "method": "ωB97M-V/def2-TZVPD", "species": ["C", "C", "C", "C", "P", "C", "C", "C", "C", "C", "C", "C", "C", "C", "C", "C", "C", "H", "H", "H", "H", "H", "H", "H", "H", "H", "H", "H", "H", "H", "H", "H", "H", "H", "H", "H", "H", "H", "H", "H", "H", "H", "H", "H", "H", "H", "H", "H", "H", "H", "H", "H", "H", "C", "C", "C", "C", "N", "C", "C", "C", "C", "C", "H", "H", "H", "H", "H", "H", "H", "H", "H", "H", "H", "H", "H", "H", "H", "H", "H", "H", "H", "H", "Cl", "C", "Cl", "Cl", "H", "H"], "xyz": [[-2.5339, 3.5618, 3.2827], [-1.6465, 2.4898, 4.0200], [-0.7774, 1.7065, 3.0115], [0.4275, 1.0416, 3.8248], [1.5060, 0.0257, 2.6858], [2.8691, -0.7384, 3.5776], [2.3728, -1.4140, 4.8542], [3.4011, -2.4318, 5.3310], [4.8359, -1.9899, 5.6090], [2.0771, 0.9989, 1.2958], [3.5295, 0.6749, 0.7417], [4.0457, 1.5782, -0.3444], [5.4746, 1.4775, -0.8673], [0.3821, -1.3135, 1.9921], [1.0541, -2.3893, 1.0778], [0.0762, -3.3470, 0.3066], [0.7853, -4.5322, -0.2283], [-3.1756, 3.1575, 2.4999], [-1.9190, 4.3284, 2.8112], [-3.0358, 4.1310, 4.0651], [-2.3306, 1.8030, 4.5184], [-1.0397, 3.0291, 4.7473], [-0.4348, 2.3466, 2.1985], [-1.3342, 0.8723, 2.5846], [0.2750, 0.4019, 4.6942], [0.9739, 1.8539, 4.3040], [3.6773, -0.0836, 3.9034], [3.2507, -1.5357, 2.9397], [1.3547, -1.7970, 4.7834], [2.2990, -0.7217, 5.6929], [3.3969, -3.2208, 4.5790], [2.9569, -2.8114, 6.2512], [5.4763, -1.9993, 4.7271], [5.2942, -2.6492, 6.3461], [4.8828, -0.9761, 6.0068], [1.9976, 2.0531, 1.5613], [1.3245, 1.1205, 0.5168], [3.4346, -0.3483, 0.3781], [4.2012, 0.6169, 1.5981], [4.0315, 2.6333, -0.0713], [3.3685, 1.5973, -1.1982], [5.7924, 2.2205, -1.5988], [5.7102, 0.4899, -1.2638], [6.2056, 1.6500, -0.0774], [-0.4217, -0.8958, 1.3858], [-0.1199, -1.8444, 2.8009], [1.8650, -2.9112, 1.5859], [1.6315, -1.8334, 0.3391], [-0.4296, -2.8842, -0.5408], [-0.7258, -3.6395, 0.9843], [0.2199, -4.8720, -1.0961], [0.9970, -5.3187, 0.4961], [1.7169, -4.2303, -0.7069], [-3.6304, 1.8797, -7.5854], [-4.2153, 1.0878, -6.3562], [-3.3492, 0.8579, -5.1058], [-3.9497, -0.0701, -4.0691], [-3.0361, -0.1964, -2.7696], [-1.6329, -0.8037, -3.0805], [-1.1152, -1.4159, -1.7440], [-2.3385, -1.5211, -0.8614], [-3.5811, -1.2241, -1.7626], [-2.9373, 1.1910, -2.0594], [-2.6236, 1.4852, -7.7228], [-3.5862, 2.9681, -7.5491], [-4.1822, 1.6589, -8.4991], [-4.3382, 0.0834, -6.7613], [-5.1929, 1.4254, -6.0120], [-3.1072, 1.8324, -4.6817], [-2.4163, 0.4826, -5.5264], [-4.0777, -1.0797, -4.4596], [-4.9183, 0.3064, -3.7401], [-1.0716, 0.0807, -3.3818], [-1.6445, -1.5406, -3.8836], [-0.3314, -0.7767, -1.3376], [-0.6887, -2.3850, -2.0029], [-2.3760, -0.8192, -0.0283], [-2.4419, -2.4706, -0.3363], [-4.4523, -0.8537, -1.2222], [-3.8919, -2.1501, -2.2464], [-2.3953, 1.8468, -2.7407], [-2.3741, 1.0649, -1.1348], [-3.8785, 1.7000, -1.8515], [-0.7047, 0.7748, -0.0510], [0.2219, 2.2285, -2.3368], [0.5125, 1.3968, -3.9115], [0.2969, 4.0207, -2.5816], [-0.7349, 1.8730, -1.9542], [0.9363, 1.9300, -1.5695]], "forces_ev_per_a": [[1.11, -0.05, 0.83], [-0.81, 0.66, -1.72], [0.34, -1.15, 2.20], [0.70, 0.47, -1.39], [-1.75, 0.11, -0.63], [-0.49, -0.33, 0.54], [0.52, 0.63, 0.79], [-0.76, -0.74, -0.03], [-0.08, 0.38, -0.11], [1.56, 1.55, -0.76], [-1.05, -0.82, 0.90], [-0.03, 2.00, -1.02], [0.87, -1.12, 0.54], [0.47, -1.24, 0.23], [0.08, 0.99, -0.51], [0.09, 1.10, 1.54], [0.58, -0.51, -1.08], [-0.22, -0.09, 0.37], [0.34, -0.18, -0.20], [-0.69, -0.24, -0.24], [0.22, -0.02, 0.30], [0.06, -0.18, 0.11], [0.25, -0.17, 0.17], [-0.20, 0.37, -0.20], [-1.06, -0.28, -0.24], [0.60, 0.14, -0.42], [-0.04, 0.30, -0.66], [0.27, 0.16, -0.26], [0.16, -0.60, -0.26], [-0.05, 0.67, -0.21], [0.14, -0.42, 0.20], [0.23, -0.43, 0.02], [-0.10, -0.05, -0.11], [-0.03, 0.01, -0.07], [-0.07, 0.09, 0.17], [0.60, 0.30, 0.86], [-0.03, -1.24, -0.10], [0.35, -0.18, -0.24], [0.26, 0.18, -0.06], [-0.54, 0.14, 0.76], [-0.21, -0.47, -0.14], [-0.77, 0.03, -0.25], [-0.02, -0.06, -0.18], [-0.09, -0.17, 0.41], [0.35, 0.61, 0.33], [0.13, 0.11, 0.45], [-0.37, -0.56, 0.36], [-0.08, 0.14, -0.49], [0.67, 0.11, 1.07], [-0.07, -0.17, 0.20], [-0.17, -0.78, 0.26], [-0.12, -0.03, -0.17], [0.35, 0.06, 0.25], [0.08, -0.50, 0.93], [-0.42, -0.41, -0.39], [0.88, 0.99, -0.91], [0.91, 0.00, 0.90], [-1.52, -0.54, -0.32], [-0.28, 1.57, 0.97], [-0.32, -0.03, -2.11], [-1.76, -0.04, 0.58], [0.85, -0.12, 0.26], [0.14, -0.67, -1.11], [0.16, 0.22, -0.20], [0.02, -0.05, 0.57], [-0.16, -0.25, 0.20], [-0.47, -0.15, -0.08], [-0.16, 0.22, -0.38], [-0.03, 0.01, 0.22], [0.30, -0.28, 0.46], [0.08, -0.04, 0.12], [0.05, -0.06, 0.22], [-0.03, -0.76, -0.12], [-0.64, 0.21, -0.04], [-0.29, -0.61, -0.14], [-0.25, 0.07, -0.25], [0.44, 0.12, -0.38], [-0.13, -0.30, -0.49], [0.18, 0.33, -0.07], [0.09, 0.26, -0.63], [-0.04, -0.17, 0.07], [-0.23, -0.05, -0.28], [-0.46, -0.77, -0.29], [0.23, 1.52, 1.59], [0.18, 0.60, -0.53], [0.70, 0.67, 0.34], [-0.21, -0.98, 0.28], [0.47, 0.79, -0.45], [0.26, 0.19, -0.65]], "homo_energy_ha": -0.4129, "spin_multiplicity": 1, "total_charge": 1}

---

{"formula": "C51H48Br9N9O6", "method": "ωB97M-V/def2-TZVPD", "species": ["C", "Br", "Br", "Br", "H", "C", "Br", "Br", "Br", "H", "C", "Br", "Br", "Br", "H", "C", "C", "C", "C", "C", "C", "N", "O", "O", "H", "H", "H", "H", "H", "C", "C", "C", "C", "C", "C", "N", "O", "O", "H", "H", "H", "H", "H", "C", "C", "C", "C", "C", "C", "N", "O", "O", "H", "H", "H", "H", "H", "N", "C", "C", "C", "C", "C", "H", "H", "H", "H", "H", "N", "C", "C", "C", "C", "C", "H", "H", "H", "H", "H", "N", "C", "C", "C", "C", "C", "H", "H", "H", "H", "H", "N", "C", "C", "C", "C", "C", "H", "H", "H", "H", "H", "N", "C", "C", "C", "C", "C", "H", "H", "H", "H", "H", "N", "C", "C", "C", "C", "C", "H", "H", "H", "H", "H"], "xyz": [[6.7143, -0.1098, 0.8242], [8.1085, -0.4384, 2.1724], [7.1782, -0.8160, -0.9807], [6.2238, 1.8499, 0.6558], [5.8511, -0.6673, 1.1877], [4.9201, -4.4398, 3.4882], [6.7735, -5.0840, 3.0063], [3.5923, -5.5349, 2.5280], [4.6232, -2.6000, 2.9526], [4.7954, -4.6113, 4.5574], [5.1071, -3.6373, -2.1628], [6.8166, -4.3078, -1.4068], [3.4874, -4.4795, -1.4032], [5.1849, -3.9138, -4.1120], [4.9418, -2.5679, -2.0317], [-3.0374, 0.0579, 1.9492], [-3.9736, 0.8320, 2.5996], [-5.3347, 0.7482, 2.3944], [-5.7457, -0.1635, 1.3750], [-4.8687, -1.1183, 0.9197], [-3.5016, -0.9764, 1.1415], [-7.2054, -0.1704, 0.9758], [-7.9982, 0.4424, 1.6954], [-7.5766, -0.8386, 0.0573], [-1.9782, 0.1984, 2.1068], [-3.6928, 1.5241, 3.3796], [-6.0497, 1.3791, 2.9014], [-5.1762, -1.8573, 0.1946], [-2.7513, -1.5519, 0.6198], [-4.0555, 3.9193, -1.0351], [-3.4266, 5.1515, -1.2109], [-2.0566, 5.2434, -1.3184], [-1.3220, 4.0228, -1.2718], [-1.9698, 2.8129, -1.0609], [-3.3572, 2.7438, -0.9554], [0.1370, 3.9454, -1.3494], [0.6850, 2.8383, -1.4912], [0.7890, 4.9936, -1.3420], [-5.1267, 3.7872, -0.9969], [-4.0613, 6.0194, -1.3125], [-1.4647, 6.1467, -1.3321], [-1.4863, 1.8551, -0.9380], [-3.8349, 1.7981, -0.7461], [0.5287, -3.2240, -4.2447], [1.5560, -2.2392, -4.2758], [1.2298, -0.9124, -4.5484], [-0.0671, -0.5528, -4.8754], [-1.1141, -1.5357, -4.7234], [-0.8293, -2.8970, -4.4181], [-0.3537, 0.7784, -5.3859], [-1.4673, 0.8900, -5.8324], [0.5102, 1.6330, -5.4322], [0.6635, -4.2951, -4.2748], [2.5834, -2.5397, -4.1326], [2.0049, -0.1668, -4.6467], [-2.1282, -1.2175, -4.9149], [-1.6176, -3.6336, -4.4672], [-4.5930, -0.9165, -2.9330], [-3.6192, -1.7283, -2.4408], [-3.9189, -2.9813, -2.0754], [-5.2345, -3.4728, -2.1756], [-6.2861, -2.6261, -2.5594], [-5.9160, -1.3604, -3.0041], [-2.6336, -1.3692, -2.1840], [-3.1515, -3.6147, -1.6557], [-5.4171, -4.4128, -1.6761], [-7.2828, -3.0409, -2.5902], [-6.6551, -0.7083, -3.4454], [-0.8736, 6.1853, 3.3343], [0.0855, 5.2170, 3.4960], [0.0228, 3.9199, 3.0726], [-1.1141, 3.5786, 2.3500], [-2.0441, 4.5325, 2.0346], [-1.9198, 5.8309, 2.5421], [0.8943, 5.6233, 4.0853], [0.8049, 3.2176, 3.3204], [-1.1876, 2.5875, 1.9274], [-2.8497, 4.3528, 1.3381], [-2.5563, 6.6529, 2.2495], [4.3536, 0.0889, -3.0842], [4.6617, -0.0007, -4.4053], [5.4043, 0.9521, -5.0374], [5.9563, 1.9821, -4.2782], [5.7228, 2.1350, -2.9527], [4.7889, 1.2110, -2.4061], [4.1828, -0.7790, -4.9807], [5.6161, 0.9641, -6.0964], [6.4524, 2.7288, -4.8805], [6.1578, 2.7545, -2.1824], [4.4231, 1.2898, -1.3930], [-0.4319, -2.8352, 3.2685], [0.4341, -2.8717, 2.2096], [0.1093, -3.5655, 1.0798], [-1.1323, -4.2319, 0.9587], [-2.0768, -4.0396, 1.9593], [-1.7002, -3.2825, 3.0801], [1.4122, -2.4332, 2.3420], [0.8492, -3.5179, 0.2945], [-1.3242, -4.8468, 0.0919], [-3.1029, -4.3744, 1.9956], [-2.3246, -2.9699, 3.9040], [0.2935, 0.1248, 0.9801], [1.4480, 0.2446, 1.7907], [2.6660, -0.1751, 1.3448], [2.8369, -0.6117, 0.0070], [1.7117, -0.5297, -0.7933], [0.4438, -0.2371, -0.3364], [1.2896, 0.3520, 2.8536], [3.4954, -0.0503, 2.0251], [3.8486, -0.8611, -0.2771], [1.9180, -0.8573, -1.8016], [-0.4466, -0.1961, -0.9462], [2.5529, 1.5239, 5.5910], [2.2805, 0.2313, 5.5588], [0.9972, -0.3284, 5.7433], [-0.0999, 0.5428, 5.9351], [0.1221, 1.9090, 6.0027], [1.4317, 2.3554, 5.6481], [3.0224, -0.5119, 5.3064], [0.7326, -1.3754, 5.7295], [-1.0757, 0.1226, 6.1294], [-0.6411, 2.6233, 6.2743], [1.8093, 3.3666, 5.6842]], "forces_ev_per_a": [[0.39, 0.56, -0.44], [-0.65, 0.31, -0.86], [-0.13, 0.55, 1.36], [0.48, -1.57, 0.55], [0.08, 0.33, -0.28], [0.48, -0.81, -1.17], [-1.31, 0.61, 0.42], [0.53, 0.27, 0.57], [0.21, -0.40, 0.48], [0.02, 0.34, -0.32], [-0.02, -0.67, -0.45], [-1.35, 0.37, -0.21], [0.93, 0.30, -0.26], [-0.14, 0.10, 0.67], [0.50, -0.16, 0.20], [-0.30, -0.78, -0.16], [-0.48, 0.84, 1.32], [-0.38, -0.98, -2.03], [-0.55, 0.78, 1.83], [0.21, 0.08, -1.62], [0.41, 0.94, 0.26], [-0.47, 0.24, 2.13], [1.15, 0.07, -0.37], [0.48, -0.70, -1.28], [0.12, 0.01, -0.05], [0.45, 0.22, -0.08], [0.03, -0.01, -0.07], [-0.33, -0.08, 0.01], [-0.25, -0.49, 0.02], [-0.68, -0.30, -0.30], [-0.45, 0.04, -0.27], [1.55, -1.49, 0.35], [-1.12, -0.31, 0.45], [-0.42, -0.63, 0.01], [1.06, 0.51, 0.24], [2.20, 0.15, -0.78], [-1.25, 1.33, 0.42], [-1.16, -0.84, 0.21], [-0.23, 0.67, 0.08], [0.16, 0.23, 0.15], [-0.31, 0.24, -0.31], [0.72, 0.33, -0.16], [-0.09, -0.05, -0.15], [-0.59, 0.47, -0.65], [-1.46, -0.93, 0.09], [0.28, -0.01, -0.53], [-0.58, -2.71, 1.41], [0.83, 0.41, -0.27], [1.25, 2.72, -0.58], [0.05, -0.25, -0.36], [-0.89, 0.70, -0.28], [0.03, -0.35, 0.36], [0.93, -0.07, 0.55], [0.05, 0.06, 0.03], [0.05, 0.06, 0.16], [-0.06, -0.01, -0.07], [0.04, -0.02, 0.21], [-1.35, -0.25, 0.01], [-1.93, 1.88, -0.40], [-1.07, -2.53, 0.38], [0.24, 1.00, 1.11], [1.46, -0.86, -0.35], [2.75, -0.14, 0.28], [0.10, 0.63, -0.60], [0.10, -0.16, 0.03], [-0.26, -0.35, -0.47], [-0.19, 0.42, 0.04], [0.21, 0.38, 0.10], [-0.16, -1.57, -1.30], [-0.84, 2.25, 1.07], [-0.55, 0.03, -0.14], [0.63, -0.66, -0.39], [-0.68, 1.16, -0.12], [1.88, -0.17, 0.72], [0.43, -0.39, 0.05], [-0.02, -0.01, -0.21], [-0.14, -0.23, 0.01], [-0.11, -0.33, 0.11], [-0.42, -0.13, 0.12], [0.10, 1.79, 0.07], [-0.58, 0.22, 1.19], [0.53, 0.62, 0.19], [0.35, 0.78, -1.74], [-1.90, -1.82, 2.09], [0.45, -1.99, -1.79], [0.17, -0.46, 0.16], [-0.22, -0.29, -0.07], [0.63, 0.16, 0.35], [0.19, 0.80, -0.73], [0.10, 0.04, 0.03], [-0.22, 0.71, -1.12], [-1.60, -0.88, 1.99], [-0.45, -0.34, -0.86], [0.51, 0.64, 0.36], [0.15, 0.71, 0.93], [2.45, 0.31, -0.19], [-0.01, 0.08, 0.08], [-0.10, -0.45, -0.36], [-0.13, 0.02, -0.09], [0.01, -0.41, -0.61], [-0.58, -0.54, -0.09], [1.51, 0.32, -0.01], [-2.98, -1.74, -2.02], [0.81, 0.26, -0.95], [-0.87, 1.46, 2.30], [1.37, -1.53, -1.55], [0.84, 1.30, 3.38], [-0.28, 0.69, 0.05], [0.28, -0.23, 0.06], [-0.18, -0.25, -0.71], [-0.52, 0.20, -0.42], [0.03, -0.22, -0.15], [-2.29, 0.85, -1.13], [-1.47, -1.52, 0.06], [-1.12, 1.63, -0.18], [1.12, -0.54, 0.59], [1.87, 0.52, -1.22], [1.51, -1.65, 2.17], [0.83, 0.30, 0.33], [0.65, -0.21, -0.23], [-0.12, 0.02, -0.01], [-0.11, 0.04, -0.29], [-0.83, 0.44, -0.11]], "homo_energy_ha": -0.3473, "spin_multiplicity": 1}

---

Number 1: maximum force 4.4 eV Å⁻¹. Number 2: maximum force 2.5 eV Å⁻¹. Number 3: maximum force 4.0 eV Å⁻¹.